Record 1
Entry from OMol25: C5H6O2 as an isolated structure (the ωB97M-V functional and the def2-TZVPD basis).

Computed properties:
- gap between HOMO and LUMO (eV) = 10.65
- spin multiplicity = 1
- E_tot (Ha) = -344.503709
- LUMO (eV) = 0.875
- total charge = 0
- highest occupied orbital energy (Ha) = -0.359

Geometry as XYZ:
```
13
Properties=species:S:1:pos:R:3:forces:R:3:lowdin_charge:R:1
O 1.931717 1.635518 -1.222197 -0.141 -0.294 0.312 0.0725
C 1.612242 0.925662 -0.301573 0.160 0.282 -0.308 -0.1983
C 0.831703 -0.356717 -0.467535 0.207 0.078 -0.151 -0.2450
O 0.674618 -1.046430 0.786355 -0.089 -0.073 0.144 -0.0419
C -0.747327 -1.002069 0.636696 -0.252 -0.174 0.156 -0.2315
C -1.243962 0.404190 0.600939 -0.036 0.151 0.105 -0.0421
C -0.677667 -0.228806 -0.646573 -0.055 -0.015 -0.222 -0.1243
H 1.863839 1.170759 0.750012 0.027 0.055 -0.070 0.1361
H 1.315667 -0.991653 -1.214155 -0.051 0.007 0.017 0.1630
H -1.323549 -1.871025 0.938453 0.118 0.157 -0.069 0.1487
H -2.322853 0.526615 0.596273 0.138 -0.070 0.003 0.1117
H -0.696267 1.190182 1.118763 -0.114 -0.186 -0.060 0.1128
H -1.218166 -0.356232 -1.575453 0.088 0.081 0.144 0.1382
```
Positions in Å, forces in eV/Å.


Record 2
Entry from OMol25: the molecule C5H6O2 at a distorted geometry (the ωB97M-V functional and the def2-TZVPD basis).

Computed properties:
- gap between HOMO and LUMO (eV) = 9.66
- spin multiplicity = 1
- E_tot (Ha) = -344.558924
- structure (SMILES) = CC(=O)CC=C=O
- LUMO (eV) = 0.728
- total charge = 0
- highest occupied orbital energy (Ha) = -0.328

Geometry as XYZ:
```
13
Properties=species:S:1:pos:R:3:forces:R:3:lowdin_charge:R:1
C 0.374140 -1.512787 -0.890872 0.017 -0.088 -0.063 -0.0031
C 0.740610 -0.318818 -0.048625 0.363 0.096 -0.165 -0.4682
O 1.607063 0.459959 -0.398039 -0.009 -0.540 0.203 0.0676
C -0.095838 0.031614 1.163322 0.069 -0.010 -0.002 -0.1235
C -0.943062 1.140015 0.565963 -0.081 0.265 -0.008 -0.0819
C -0.415293 2.008332 -0.282106 -0.108 0.718 -0.517 -0.1972
O -0.029955 2.793514 -1.049807 -0.351 -0.625 0.706 0.1962
H 1.142838 -2.273860 -0.727540 -0.089 -0.027 -0.034 0.0921
H 0.405762 -1.226142 -1.945220 0.033 -0.070 0.152 0.0922
H -0.603464 -1.934126 -0.643362 0.158 0.095 0.007 0.0812
H 0.540928 0.373412 1.988876 -0.113 -0.023 -0.198 0.1201
H -0.721811 -0.793659 1.518463 0.088 0.190 -0.178 0.1140
H -2.001918 1.252545 0.748946 0.023 0.018 0.096 0.1106
```
Positions in Å, forces in eV/Å.


Record 3
Entry from OMol25: the molecule C5H6O2 (the ωB97M-V functional and the def2-TZVPD basis).

Computed properties:
- gap between HOMO and LUMO (eV) = 11.32
- spin multiplicity = 1
- E_tot (Ha) = -344.519293
- structure (SMILES) = C#C[C@@H](C)OC=O
- LUMO (eV) = 0.847
- total charge = 0
- highest occupied orbital energy (Ha) = -0.385

Geometry as XYZ:
```
13
Properties=species:S:1:pos:R:3:forces:R:3:lowdin_charge:R:1
C -1.081766 -0.854671 1.993086 -0.174 -0.003 -0.031 0.1404
C -0.379041 -0.403993 1.131773 0.048 -0.086 -0.149 -0.0871
C 0.563964 0.135257 0.138502 0.155 0.010 -0.096 -0.3602
C 1.380612 -0.912139 -0.620470 0.055 -0.098 -0.103 -0.0286
O -0.021973 0.961297 -0.890999 0.070 0.339 -0.234 -0.0150
C -1.250002 1.514595 -0.874776 -0.163 0.436 0.126 -0.3323
O -1.485573 2.556428 -1.423054 0.223 -0.745 0.151 0.0896
H -1.743798 -1.246121 2.739239 0.232 0.098 -0.189 0.0389
H 1.251101 0.803375 0.665927 -0.069 -0.045 0.049 0.1524
H 0.726078 -1.681420 -1.034773 0.056 0.083 0.014 0.0890
H 2.162291 -1.394256 -0.026614 -0.329 0.123 0.233 0.0877
H 1.891956 -0.399903 -1.439938 -0.158 -0.041 0.063 0.0871
H -2.013849 0.921550 -0.357902 0.054 -0.071 0.165 0.1379
```
Positions in Å, forces in eV/Å.


Record 4
Entry from OMol25: C5H6O2 as an isolated structure (the ωB97M-V functional and the def2-TZVPD basis).

Computed properties:
- gap between HOMO and LUMO (eV) = 9.89
- spin multiplicity = 1
- E_tot (Ha) = -344.415267
- LUMO (eV) = 0.864
- total charge = 0
- highest occupied orbital energy (Ha) = -0.332

Geometry as XYZ:
```
13
Properties=species:S:1:pos:R:3:forces:R:3:lowdin_charge:R:1
O -2.815954 1.058577 0.066826 -0.012 0.011 -0.141 -0.1115
C -0.271559 -0.489647 -0.026247 -0.175 -0.287 0.029 0.0793
C 0.762359 -0.673332 1.143762 -0.015 0.070 0.493 -0.2387
O 1.645834 -1.536185 0.448951 0.012 -0.066 0.028 -0.0096
C 1.013888 -1.056025 -0.723388 0.117 -0.112 -0.467 -0.2455
C 1.051782 0.410503 -0.740993 0.017 0.183 -0.145 -0.0278
C 0.870967 0.685308 0.606623 -0.040 0.212 0.062 -0.0243
H -3.217073 1.053201 -0.808853 -0.011 0.019 0.125 0.0203
H -2.066856 0.433097 -0.008750 0.012 -0.006 0.000 -0.0463
H 0.543121 -0.899248 2.181163 -0.005 0.066 -0.183 0.1576
H 1.062273 -1.674675 -1.612812 -0.058 0.142 0.137 0.1559
H 0.894190 1.078005 -1.578021 0.061 -0.093 0.141 0.1435
H 0.527029 1.610421 1.051738 0.097 -0.138 -0.077 0.1471
```
Positions in Å, forces in eV/Å.


Record 5
Entry from OMol25: the molecule C5H6O2 (the ωB97M-V functional and the def2-TZVPD basis).

Computed properties:
- gap between HOMO and LUMO (eV) = 10.22
- spin multiplicity = 1
- E_tot (Ha) = -344.465001
- structure (SMILES) = O=CCC#CCO
- LUMO (eV) = 0.379
- total charge = 0
- highest occupied orbital energy (Ha) = -0.362

Geometry as XYZ:
```
13
Properties=species:S:1:pos:R:3:forces:R:3:lowdin_charge:R:1
O -3.271039 0.504090 -0.602932 0.418 0.148 0.245 0.0574
C -2.170572 0.725088 -0.165942 -0.372 -0.064 -0.201 -0.2574
C -1.297808 -0.339186 0.454816 -0.045 -0.140 -0.032 -0.1463
C -0.110497 0.140169 1.143859 0.638 0.048 -0.073 -0.0311
C 1.090033 0.316611 1.124365 -0.698 -0.226 -0.270 -0.0040
C 2.084568 -0.119437 0.104642 0.428 0.053 0.029 -0.2551
O 1.403919 -0.766658 -0.973431 0.256 0.135 -0.218 -0.0805
H -1.690925 1.724342 -0.256098 -0.136 -0.087 0.015 0.1288
H -1.876147 -1.126077 0.941173 -0.030 0.190 0.026 0.1291
H -0.725371 -0.799516 -0.388168 -0.693 -0.077 0.161 0.1335
H 2.673430 0.716947 -0.278866 0.072 -0.071 0.165 0.1134
H 2.752886 -0.875893 0.515807 0.055 0.168 0.045 0.1163
H 1.137517 -0.100485 -1.619226 0.108 -0.075 0.109 0.0960
```
Positions in Å, forces in eV/Å.


Record 6
Entry from OMol25: C5H6O2 as an isolated structure (the ωB97M-V functional and the def2-TZVPD basis).

Computed properties:
- gap between HOMO and LUMO (eV) = 8.83
- spin multiplicity = 1
- E_tot (Ha) = -344.459693
- LUMO (eV) = -0.492
- total charge = 0
- highest occupied orbital energy (Ha) = -0.343

Geometry as XYZ:
```
13
Properties=species:S:1:pos:R:3:forces:R:3:lowdin_charge:R:1
O 0.093203 0.485011 -2.431512 0.089 -0.142 0.463 0.1081
C 0.029131 0.155716 -1.271444 -0.139 0.037 -0.193 -0.4240
C 1.196691 -0.468651 -0.539311 -0.271 -0.321 0.023 0.0255
C 0.603641 0.214897 1.413802 0.170 -0.433 -0.791 0.1092
C -0.808404 0.331795 1.078174 0.018 0.011 0.142 -0.5069
O -1.636162 0.440511 1.969470 0.348 -0.065 -0.380 0.0534
C -1.185297 0.321612 -0.394312 -0.069 0.104 -0.054 -0.0327
H 2.144728 -0.306761 -1.076314 -0.210 0.147 0.527 0.1242
H 1.068373 -1.522797 -0.316495 -0.118 -0.023 -0.069 0.1114
H 1.434914 0.297941 0.476510 -0.089 0.513 0.503 0.0565
H 0.840472 -0.626460 2.067318 0.207 0.146 -0.209 0.0841
H -1.758028 1.208746 -0.670269 0.019 -0.077 0.006 0.1407
H -1.838926 -0.546625 -0.555530 0.046 0.105 0.033 0.1506
```
Positions in Å, forces in eV/Å.


Record 7
Entry from OMol25: the molecule C5H6O2 (the ωB97M-V functional and the def2-TZVPD basis).

Computed properties:
- gap between HOMO and LUMO (eV) = 10.06
- spin multiplicity = 1
- E_tot (Ha) = -344.464522
- LUMO (eV) = -0.743
- total charge = 0
- highest occupied orbital energy (Ha) = -0.397

Geometry as XYZ:
```
13
Properties=species:S:1:pos:R:3:forces:R:3:lowdin_charge:R:1
C -2.007962 -0.306584 -0.209331 -0.056 -0.006 -0.048 -0.0499
C -0.641929 0.092494 0.302546 -0.066 0.135 0.101 -0.2564
O 0.267754 -0.966686 0.054752 0.166 -0.039 -0.016 0.0201
C 1.590342 -0.728263 -0.009088 0.222 -0.259 -0.011 -0.4986
O 2.384290 -1.626714 -0.052482 -0.352 0.366 0.017 0.1296
C 2.011112 0.709919 -0.050232 -0.248 0.372 -0.014 -0.1434
C 1.325185 1.824293 -0.072322 0.261 -0.542 0.028 0.2181
H -2.379148 -1.186602 0.323086 0.072 0.118 -0.065 0.0852
H -2.710985 0.517926 -0.058006 0.093 -0.123 -0.014 0.0856
H -1.959093 -0.536810 -1.277058 -0.023 0.031 0.141 0.0876
H -0.649783 0.318284 1.374402 -0.009 -0.020 -0.140 0.1396
H 3.090936 0.875893 -0.090002 -0.083 0.018 -0.004 0.1234
H -0.320721 1.012856 -0.236266 0.022 -0.052 0.026 0.0591
```
Positions in Å, forces in eV/Å.


Record 8
Entry from OMol25: the molecule C5H6O2 (the ωB97M-V functional and the def2-TZVPD basis).

Computed properties:
- gap between HOMO and LUMO (eV) = 11.39
- spin multiplicity = 1
- E_tot (Ha) = -344.534499
- structure (SMILES) = C#C[C@@H](C)OC=O
- LUMO (eV) = 0.969
- total charge = 0
- highest occupied orbital energy (Ha) = -0.383

Geometry as XYZ:
```
13
Properties=species:S:1:pos:R:3:forces:R:3:lowdin_charge:R:1
C 2.448949 -0.504685 0.199784 -0.447 0.049 0.002 0.1416
C 1.254454 -0.365721 0.190958 0.477 -0.043 0.009 -0.0695
C -0.201958 -0.179909 0.234898 0.024 -0.087 0.115 -0.3755
C -0.649678 0.529513 1.503900 -0.008 -0.040 0.034 -0.0302
O -0.630720 0.641315 -0.873599 -0.003 0.013 -0.092 -0.0074
C -0.857242 0.005977 -2.031622 0.041 -0.321 -0.143 -0.3352
O -0.760375 -1.176393 -2.220558 -0.030 0.474 0.099 0.0819
H 3.508473 -0.633465 0.205511 -0.164 0.016 -0.019 0.0319
H -0.685166 -1.155552 0.134981 0.057 0.082 0.045 0.1462
H -0.199358 1.523871 1.561118 -0.070 -0.136 -0.014 0.0914
H -0.335238 -0.050065 2.375734 -0.041 0.082 -0.110 0.0906
H -1.739109 0.620810 1.510489 0.149 0.013 -0.002 0.0865
H -1.153032 0.744303 -2.791594 0.014 -0.104 0.077 0.1477
```
Positions in Å, forces in eV/Å.


Record 9
Entry from OMol25: C5H6O2 as an isolated structure (the ωB97M-V functional and the def2-TZVPD basis).

Computed properties:
- gap between HOMO and LUMO (spin up / spin down) (eV) = 8.70 / 8.70
- spin multiplicity = 1
- E_tot (Ha) = -344.323338
- LUMO (spin up / spin down) (eV) = 0.358 / 0.358
- total charge = 0
- highest occupied orbital energy (spin up / spin down) (Ha) = -0.306 / -0.307

Geometry as XYZ:
```
13
Properties=species:S:1:pos:R:3:forces:R:3:lowdin_charge:R:1
O 0.803291 -2.344507 0.545912 0.074 0.511 0.282 -0.0722
C -0.153406 -1.745486 -0.318548 -0.250 0.281 -0.391 -0.2709
C -0.596722 -0.293456 -0.294209 -0.104 -0.085 0.084 0.0345
C -0.436036 0.686646 0.702519 -0.349 -0.229 0.179 -0.4439
C -0.780137 2.069564 0.083245 -0.069 0.045 -0.035 -0.0062
C 0.327645 1.256631 -0.417784 0.094 0.001 -0.380 0.0173
O 0.720068 0.994770 1.326131 0.156 -0.333 -0.443 0.0284
H 0.579710 -2.126631 1.458161 0.077 0.032 -0.081 0.0833
H -1.125284 -2.266348 -0.203366 0.163 0.251 0.051 0.1160
H 0.174821 -2.037598 -1.322792 -0.069 0.356 0.100 0.1132
H -0.536284 2.901381 0.740205 0.051 -0.152 -0.233 0.1171
H -1.615023 2.194871 -0.600168 -0.034 -0.298 0.275 0.1171
H 1.106208 1.240635 -1.166341 0.260 -0.379 0.592 0.1663
```
Positions in Å, forces in eV/Å.


Record 10
Entry from OMol25: the molecule C5H6O2 (the ωB97M-V functional and the def2-TZVPD basis).

Computed properties:
- gap between HOMO and LUMO (eV) = 11.34
- spin multiplicity = 1
- E_tot (Ha) = -344.533558
- structure (SMILES) = C#C[C@@H](C)OC=O
- LUMO (eV) = 0.960
- total charge = 0
- highest occupied orbital energy (Ha) = -0.382

Geometry as XYZ:
```
13
Properties=species:S:1:pos:R:3:forces:R:3:lowdin_charge:R:1
C -1.041616 2.508853 0.123449 0.138 -0.447 0.043 0.1361
C -0.629269 1.382755 0.216449 -0.183 0.506 -0.015 -0.0685
C -0.089738 0.019866 0.281291 -0.116 -0.001 0.107 -0.3691
C -1.147989 -1.052399 0.054306 -0.033 -0.035 -0.002 -0.0256
O 0.905352 -0.055573 -0.766766 0.116 -0.021 -0.034 -0.0067
C 2.084133 -0.604137 -0.455514 0.149 -0.200 0.294 -0.3345
O 2.373675 -1.132324 0.585651 -0.145 0.245 -0.416 0.0743
H -1.398040 3.511275 0.031506 0.037 -0.181 0.046 0.0315
H 0.412143 -0.144668 1.240242 -0.078 0.070 -0.141 0.1439
H -1.578062 -0.952257 -0.945845 0.059 0.008 0.134 0.0913
H -1.949149 -0.946704 0.792158 0.140 -0.007 -0.102 0.0910
H -0.701918 -2.045868 0.158159 -0.036 0.159 -0.018 0.0880
H 2.760473 -0.488816 -1.315091 -0.046 -0.096 0.103 0.1484
```
Positions in Å, forces in eV/Å.


Record 11
Entry from OMol25: a 2-piece molecular cluster, C5H6O2 overall (the ωB97M-V functional and the def2-TZVPD basis).

Computed properties:
- gap between HOMO and LUMO (spin up / spin down) (eV) = 6.02 / 6.02
- spin multiplicity = 1
- E_tot (Ha) = -344.370091
- LUMO (spin up / spin down) (eV) = -0.343 / -0.343
- total charge = 0
- highest occupied orbital energy (spin up / spin down) (Ha) = -0.234 / -0.234

Geometry as XYZ:
```
13
Properties=species:S:1:pos:R:3:forces:R:3:lowdin_charge:R:1
O -1.663900 1.627180 0.146939 0.640 -0.646 0.306 0.1404
C -0.868049 0.766270 -0.121876 -0.164 0.186 0.021 -0.3443
C -0.432436 0.482676 -1.537052 -0.301 0.080 -0.219 -0.0148
O 0.432703 -0.689856 -1.461093 -0.396 -0.425 -0.180 0.0570
C 0.480266 -1.088923 -0.231478 0.726 0.447 -0.496 -0.1034
C 0.821397 0.217269 1.680717 -0.233 0.144 0.757 -0.0357
C -0.098641 -0.243638 0.720264 0.155 -0.266 -0.284 -0.4203
H 0.079970 1.353854 -1.947673 0.228 -0.371 -0.154 0.1538
H -1.292585 0.210366 -2.139765 -0.015 -0.002 -0.203 0.1473
H 1.138378 -1.916636 0.017905 -0.239 0.023 -0.260 0.1626
H 0.975327 1.282512 1.713410 -0.297 0.021 0.678 0.0342
H 1.340005 -0.503545 2.298942 0.339 0.314 -0.137 0.0313
H -0.912436 -1.497527 0.860760 -0.443 0.495 0.170 0.1918
```
Positions in Å, forces in eV/Å.


Record 12
Entry from OMol25: a 2-piece molecular cluster, C5H6O2 overall at a distorted geometry (the ωB97M-V functional and the def2-TZVPD basis).

Computed properties:
- gap between HOMO and LUMO (eV) = 9.58
- spin multiplicity = 1
- E_tot (Ha) = -344.384264
- LUMO (eV) = 0.577
- total charge = 0
- highest occupied orbital energy (Ha) = -0.331

Geometry as XYZ:
```
13
Properties=species:S:1:pos:R:3:forces:R:3:lowdin_charge:R:1
C -3.313341 -0.305984 -0.061908 -3.585 -1.666 0.728 -0.1296
C -2.340578 0.389250 0.055133 3.238 1.612 0.391 -0.0968
C 0.923235 -0.386418 0.627501 2.564 -3.486 0.143 -0.1944
C 1.212093 0.247420 -0.700408 -1.078 0.264 -1.375 -0.1005
C -0.379801 1.390056 0.521498 0.076 -4.938 -2.572 -0.2004
O 0.159015 0.510936 1.373877 -0.427 0.864 0.391 -0.0179
O 0.313574 1.436638 -0.621394 0.104 -0.135 -0.124 -0.0200
H -4.335498 -0.819355 0.092885 2.461 1.065 -0.666 0.0280
H 0.378512 -1.442763 0.415569 1.079 2.534 1.135 0.1767
H 2.010168 -0.505894 1.094499 -2.682 -0.261 -0.205 0.1658
H 2.248946 0.615275 -0.857196 -0.849 -0.114 0.158 0.1302
H 0.929156 -0.503075 -1.530233 0.195 1.770 0.944 0.1530
H -0.860956 2.207763 0.867754 -1.095 2.491 1.050 0.1059
```
Positions in Å, forces in eV/Å.